1.
{"formula": "C15H16N2O4SSe2Te2Ti", "method": "wB97M-V/def2-TZVPD", "species": ["Ti", "Se", "Te", "Te", "Se", "C", "C", "C", "C", "C", "C", "C", "S", "O", "O", "N", "C", "C", "O", "O", "H", "H", "H", "H", "H", "H", "H", "H", "H", "C", "C", "C", "C", "N", "C", "C", "H", "H", "H", "H", "H", "H", "H"], "positions_angstrom": [[1.453981, 2.821729, 0.885405], [3.315804, 2.726706, 2.167778], [0.674868, 4.733219, 3.784765], [-1.596296, 5.368246, 5.097036], [0.018276, 4.699428, 1.264958], [-0.500475, -3.983281, -4.113528], [-0.617136, -2.700797, -3.331417], [-0.310017, -2.656778, -1.974871], [-0.419523, -1.475641, -1.256300], [-0.841956, -0.316682, -1.890366], [-1.158400, -0.345440, -3.239785], [-1.042456, -1.530726, -3.952027], [-0.955765, 1.210848, -0.951412], [-1.686734, 2.101514, -1.825698], [-1.569946, 0.857632, 0.301535], [0.564072, 1.636631, -0.759060], [1.163860, 1.929934, -2.053855], [2.436188, 2.746800, -1.864016], [3.273279, 2.794142, -2.749242], [2.503328, 3.353841, -0.722496], [-0.075217, -4.778797, -3.501247], [0.138754, -3.853665, -4.989153], [-1.477454, -4.319344, -4.468912], [0.020078, -3.560954, -1.474453], [-0.191474, -1.444582, -0.198754], [-1.493083, 0.568110, -3.713050], [-1.284664, -1.545952, -5.009834], [0.501020, 2.543891, -2.675960], [1.405101, 1.023434, -2.618707], [-0.891322, -2.151048, 4.341700], [-0.337628, -1.003075, 3.544108], [0.643638, -1.190727, 2.582177], [1.110812, -0.111221, 1.854281], [0.671573, 1.125765, 2.061019], [-0.277575, 1.320826, 2.982357], [-0.797866, 0.289390, 3.737715], [-0.399938, -3.088598, 4.080497], [-1.961064, -2.261943, 4.154936], [-0.760785, -1.980339, 5.411744], [1.046467, -2.178682, 2.390248], [1.880119, -0.221988, 1.101355], [-0.608061, 2.340836, 3.122276], [-1.566386, 0.507341, 4.468256]], "forces_ev_per_angstrom": [[0.91, -0.25, -0.78], [-0.06, 0.03, 0.11], [-0.11, 0.25, 0.07], [0.00, -0.04, -0.04], [0.00, 0.07, 0.45], [0.00, 0.01, 0.00], [0.00, -0.01, -0.01], [0.00, 0.01, 0.01], [-0.03, 0.01, -0.02], [-0.05, -0.06, 0.07], [0.03, 0.01, 0.01], [-0.01, 0.01, 0.00], [-0.04, -0.13, -0.13], [-0.05, 0.03, -0.02], [0.12, -0.02, 0.15], [-0.27, 0.09, 0.26], [0.32, 0.23, -0.19], [-0.12, -0.26, 0.01], [0.01, 0.16, -0.07], [-0.36, -0.13, 0.11], [0.00, 0.00, 0.00], [0.00, 0.00, 0.00], [0.00, 0.00, 0.00], [0.00, 0.00, 0.00], [0.01, 0.00, 0.02], [0.00, 0.00, 0.00], [0.00, 0.00, 0.00], [0.04, -0.05, -0.01], [0.06, 0.02, 0.01], [0.01, 0.00, -0.02], [-0.06, 0.00, 0.08], [0.13, -0.08, -0.20], [0.05, -0.04, 0.20], [-0.44, 0.15, 0.00], [0.04, 0.05, -0.09], [-0.04, -0.05, 0.05], [0.00, 0.00, 0.00], [0.00, 0.00, 0.01], [0.00, 0.01, -0.01], [0.00, 0.02, -0.02], [0.00, -0.02, -0.02], [-0.09, -0.05, 0.00], [0.01, 0.04, 0.00]], "e_homo_ev": -0.553, "orbital_gap_ev": 4.4, "charge": -2}


2.
{"formula": "C3H31N2O10", "method": "wB97M-V/def2-TZVPD", "species": ["N", "C", "C", "C", "N", "H", "H", "H", "H", "H", "H", "H", "H", "H", "H", "H", "H", "H", "O", "H", "H", "O", "H", "H", "O", "H", "H", "O", "H", "H", "O", "H", "H", "O", "H", "H", "O", "H", "H", "O", "H", "H", "O", "H", "H", "O"], "positions_angstrom": [[0.985726, -1.036643, 1.288872], [1.111929, 0.455049, 1.099489], [2.044160, 1.030310, 2.133875], [-0.274432, 1.094191, 1.167517], [-0.988073, 0.876412, -0.104199], [-0.013814, -1.361463, 1.205975], [1.280017, -1.296805, 2.241416], [1.584182, -1.544684, 0.601784], [1.497372, 0.582956, 0.087117], [1.699808, 0.844921, 3.154513], [2.154658, 2.111208, 2.053085], [3.054282, 0.613726, 2.092903], [-0.843045, 0.670523, 1.998520], [-0.170148, 2.163401, 1.358257], [-1.937631, 0.542609, 0.048749], [-1.043204, 1.727665, -0.654866], [-4.302495, -1.410467, -0.393978], [-4.489142, -0.729447, 0.959884], [-3.809639, -0.940363, 0.292597], [-1.021479, 4.335002, -2.199933], [-0.035591, 4.097285, -1.010476], [-0.483170, 3.661106, -1.768632], [-2.319303, -1.723949, 1.117773], [-1.377095, -2.933267, 0.803477], [-1.498078, -2.180374, 1.430955], [-1.589527, -4.685367, -0.715742], [-1.343755, -3.220415, -1.241140], [-1.068932, -3.884503, -0.560589], [0.825234, 0.380028, -2.807336], [0.043362, -0.024675, -1.568011], [0.494359, -0.425291, -2.340703], [0.638452, 2.653242, -2.727125], [1.390773, 2.394788, -4.048288], [1.263706, 2.029427, -3.176699], [-1.131256, -1.492002, -2.636205], [-1.995735, -1.140842, -1.470052], [-1.895186, -1.826863, -2.144548], [1.791470, -1.366502, -1.517633], [2.319008, -2.810644, -1.248357], [2.326085, -1.931831, -0.901108], [1.561573, 5.180467, 0.170507], [0.260385, 5.584606, 0.815092], [0.672569, 4.835918, 0.388178], [1.194986, -1.979908, 4.679646], [2.692551, -1.931260, 4.233797], [1.808461, -1.626829, 4.014774]], "forces_ev_per_angstrom": [[-0.05, 0.19, 0.29], [-0.20, -0.10, 0.14], [0.64, 0.14, 0.65], [-0.06, 0.03, -0.52], [-0.32, -0.36, 0.03], [0.26, -0.07, -0.06], [-0.02, 0.02, -0.03], [-0.20, 0.04, -0.07], [0.09, 0.17, 0.08], [-0.21, -0.09, -0.11], [-0.13, 0.00, -0.30], [-0.11, -0.09, -0.22], [0.05, -0.01, 0.00], [0.12, -0.02, 0.07], [0.15, 0.20, 0.01], [-0.04, 0.07, 0.09], [0.17, 0.00, -0.02], [0.42, -0.05, -0.32], [-0.60, 0.14, 0.29], [0.07, -0.09, 0.07], [-0.25, 0.07, -0.20], [0.02, -0.08, 0.11], [0.71, -0.59, 0.29], [-0.10, 0.02, 0.09], [-0.64, 0.61, -0.26], [0.18, 0.26, -0.02], [-0.01, -0.36, 0.14], [-0.13, -0.10, -0.25], [-0.02, -0.27, -0.08], [-0.11, -0.14, 0.04], [0.16, 0.41, 0.14], [0.36, -0.35, -0.29], [0.14, 0.07, -0.45], [-0.46, 0.36, 0.66], [0.24, 0.01, -0.22], [-0.12, -0.11, 0.00], [-0.16, 0.14, 0.23], [0.21, -0.49, 0.10], [-0.05, -0.84, -0.40], [-0.16, 1.26, 0.14], [-0.47, -0.39, 0.10], [-0.43, 0.28, 0.27], [1.06, 0.16, -0.23], [0.43, 0.05, -0.24], [0.01, -0.13, 0.20], [-0.44, 0.01, 0.08]], "e_homo_ev": -12.890, "orbital_gap_ev": 10.6, "charge": 1}


3.
{"formula": "C3H5NO2S", "method": "wB97M-V/def2-TZVPD", "species": ["O", "C", "O", "C", "C", "S", "N", "H", "H", "H", "H", "H"], "positions_angstrom": [[-0.197343, -2.291125, -1.635433], [-0.696237, -1.401972, -0.922369], [-1.705068, -1.479921, -0.192336], [0.411073, -0.140535, 0.055981], [-0.128246, 0.111257, -1.275743], [1.119390, 2.469929, 3.273937], [0.115773, 0.593148, 1.140973], [1.372672, -0.649008, 0.013206], [-0.818125, 0.877129, -1.596829], [0.645172, -0.032825, -2.028707], [-0.833635, 0.622634, 1.476003], [0.714574, 1.321289, 1.691315]], "forces_ev_per_angstrom": [[0.83, -0.05, 0.43], [-2.94, -1.49, -2.70], [0.55, 0.57, 0.24], [1.42, 5.29, 0.75], [0.63, -2.18, 0.40], [-0.06, -0.15, -0.74], [-0.74, -2.75, -0.78], [0.08, -0.01, 0.25], [-0.46, 0.01, 0.97], [-0.16, -0.22, 0.02], [-0.20, 0.67, -0.60], [1.05, 0.31, 1.76]], "e_homo_ev": 1.310, "orbital_gap_ev": 4.6, "charge": -2}


4.
{"formula": "C21H21HfN5O2", "method": "wB97M-V/def2-TZVPD", "species": ["N", "C", "C", "H", "H", "H", "N", "C", "C", "H", "H", "H", "N", "C", "C", "H", "H", "H", "Hf", "C", "O", "C", "O", "C", "C", "C", "C", "C", "C", "H", "H", "H", "H", "H", "H", "N", "C", "N", "C", "C", "C", "C", "C", "C", "H", "H", "H", "H", "H", "H"], "positions_angstrom": [[-1.200085, -1.237196, -0.117485], [-1.832031, -2.098963, 0.357114], [-2.577008, -3.064234, 1.065240], [-1.927037, -3.919996, 1.299246], [-3.412733, -3.398715, 0.434441], [-2.971184, -2.635971, 2.003004], [-1.042195, 1.880583, -1.814220], [-1.580510, 2.812348, -2.270350], [-2.227952, 3.975162, -2.732837], [-3.129643, 3.688607, -3.290827], [-1.553127, 4.528036, -3.400562], [-2.515818, 4.622557, -1.888279], [1.933139, 0.125520, -1.158994], [3.099442, 0.037059, -1.263496], [4.504469, -0.045946, -1.282860], [4.944674, 0.899555, -0.923918], [4.836613, -0.231144, -2.313604], [4.833915, -0.876809, -0.639593], [-0.076338, 0.449137, -0.633139], [0.960975, 2.528701, 0.078480], [1.487055, 3.496465, 0.424848], [-1.562923, 1.548147, 0.890467], [-2.351050, 2.125312, 1.506096], [-1.579038, -1.496097, -2.988358], [-0.404669, -2.196571, -2.727975], [0.819416, -1.676916, -3.134950], [0.870121, -0.454019, -3.797561], [-0.301765, 0.247913, -4.052148], [-1.527755, -0.274520, -3.648963], [-2.552995, -1.927988, -2.717373], [-0.445543, -3.184371, -2.247873], [1.739149, -2.257975, -2.976686], [1.829773, -0.062860, -4.165689], [-0.260436, 1.188622, -4.620278], [-2.461640, 0.250009, -3.897384], [2.384698, 0.180061, 3.201917], [2.090749, 0.446988, 1.909538], [0.801445, 0.220180, 1.659590], [0.217877, -0.214660, 2.872391], [-1.114063, -0.470703, 3.219815], [-1.409548, -0.681799, 4.567275], [-0.408625, -0.661237, 5.541122], [0.937062, -0.425545, 5.195576], [1.207474, -0.224668, 3.847023], [3.297542, 0.270284, 3.630115], [2.823716, 0.777725, 1.186111], [-1.859113, -0.500946, 2.434767], [-2.431986, -0.865386, 4.881934], [-0.658578, -0.829038, 6.583520], [1.756082, -0.384697, 5.915770]], "forces_ev_per_angstrom": [[-1.54, -1.81, 1.21], [1.26, 1.88, -0.16], [-0.58, -0.78, 0.10], [-0.11, 0.04, -0.03], [0.04, -0.10, 0.14], [0.16, -0.04, -0.29], [-1.26, 2.29, -0.89], [0.87, -1.26, 1.17], [-0.46, 0.63, -0.50], [0.03, 0.08, -0.02], [-0.07, 0.00, 0.00], [0.09, -0.18, -0.12], [3.34, -0.02, -0.14], [-2.81, 0.32, 0.61], [0.97, -0.11, -0.27], [-0.09, -0.18, -0.12], [0.13, 0.00, 0.09], [-0.04, 0.09, -0.13], [0.83, -1.58, 0.41], [2.50, 4.69, 1.53], [-2.31, -4.20, -1.48], [-4.12, 2.83, 3.01], [3.58, -2.51, -2.66], [-0.76, 0.06, 0.02], [0.35, -0.61, 0.26], [0.35, -0.60, 0.27], [0.40, 0.54, -0.38], [0.34, 0.47, -0.43], [-0.71, 0.04, -0.07], [0.47, 0.22, -0.17], [0.05, 0.47, -0.27], [-0.48, 0.24, -0.09], [-0.50, -0.19, 0.15], [0.00, -0.49, 0.26], [0.45, -0.29, 0.11], [-0.48, 0.17, -1.05], [0.23, -0.61, 1.71], [-0.48, -0.06, -1.88], [-0.34, 0.22, -0.05], [0.31, -0.04, 0.10], [-0.10, -0.04, -0.66], [1.46, 0.16, -0.02], [-0.59, -0.31, 0.26], [0.34, 0.51, 0.03], [0.02, 0.05, 0.01], [-0.06, -0.02, 0.33], [-0.28, 0.06, 0.31], [0.09, 0.02, -0.10], [-0.02, 0.05, -0.13], [-0.44, -0.08, 0.02]], "e_homo_ev": -19.964, "orbital_gap_ev": 5.3, "charge": 4}


5.
{"formula": "C7H16AgBrCl3O4P", "method": "wB97M-V/def2-TZVPD", "species": ["Ag", "Br", "C", "C", "O", "P", "O", "O", "C", "C", "O", "C", "C", "H", "H", "H", "H", "H", "H", "H", "H", "H", "H", "H", "H", "H", "H", "H", "C", "Cl", "Cl", "Cl", "H"], "positions_angstrom": [[2.855636, 1.642337, -1.741445], [1.822670, -0.186649, -3.553975], [1.425526, -3.396857, -0.780314], [0.408827, -2.273661, -0.538706], [0.884014, -1.557585, 0.620026], [0.666394, 0.008994, 0.714236], [1.282590, 0.843094, -0.333887], [-0.926863, 0.164877, 0.734049], [-1.699277, -0.612536, 1.662193], [-2.988288, 0.139436, 1.940956], [1.108679, 0.335107, 2.219877], [1.657338, 1.639404, 2.558224], [0.819071, 2.204220, 3.672334], [1.276575, -3.931948, -1.717764], [2.436819, -2.989425, -0.799344], [1.400892, -4.104288, 0.048327], [0.436554, -1.635866, -1.426567], [-0.587460, -2.677120, -0.385711], [-1.945338, -1.594825, 1.250652], [-1.172789, -0.792296, 2.600745], [-2.782078, 1.031996, 2.528070], [-3.569750, 0.343865, 1.044693], [-3.634919, -0.508547, 2.541535], [2.674934, 1.408310, 2.892318], [1.768773, 2.274797, 1.677751], [0.824412, 1.524733, 4.525647], [1.165446, 3.165868, 4.051174], [-0.224405, 2.317927, 3.373097], [-1.004802, 1.405591, -5.828255], [-2.680374, 1.170396, -5.258490], [-0.411426, 2.973447, -5.390458], [-0.870106, 1.036174, -7.546564], [-0.417276, 0.631029, -5.354426]], "forces_ev_per_angstrom": [[-0.35, -0.26, 0.07], [0.12, 0.11, 0.09], [-0.02, 0.10, 0.41], [1.29, -0.89, -0.80], [0.17, 0.87, 0.17], [-1.79, -0.80, 2.31], [0.32, 0.26, -0.49], [1.38, 0.28, -0.69], [-1.10, -0.17, 0.43], [-0.08, -0.56, 0.40], [-0.03, -0.42, -1.93], [0.82, -0.26, 0.47], [-0.38, 0.06, 0.36], [-0.29, 0.06, 0.05], [-0.04, 0.15, -0.05], [-0.08, -0.08, -0.07], [-0.34, 0.27, 0.15], [-0.13, 0.26, 0.19], [0.27, 0.11, -0.31], [0.27, 0.20, -0.12], [-0.14, 0.18, -0.22], [0.28, 0.27, -0.14], [0.15, 0.06, 0.11], [-0.15, 0.22, 0.10], [-0.43, -0.02, 0.02], [0.07, -0.08, -0.08], [0.18, 0.02, -0.28], [0.07, 0.06, -0.15], [-0.57, -1.07, -0.06], [0.30, 0.12, -0.12], [0.25, 0.41, 0.01], [-0.04, 0.32, -0.09], [0.05, 0.22, 0.27]], "e_homo_ev": [-13.276, -13.276], "orbital_gap_ev": [8.3, 5.2], "charge": 1, "multiplicity": 2}


The following energy relative to the best compared isomer or geometry (same formula, charge and spin) values (in kJ/mol) correspond, in order, to the records above: 0.0 0.0 457.7 20.7 0.0.